Here is 2 unconnected molecules or ions with the total composition C6H12O from OMol25. Energies are from ωB97M-V/def2-TZVPD.

spin multiplicity: 2
relative energy (zero: lowest compared OMol25 entry of this formula, charge and spin): 32.9 kcal per mole
expectation value of S²: 0.7726
charge: -1

```
19
Properties=species:S:1:pos:R:3:mulliken_spin:R:1
C 1.5526 -0.7202 0.1211 -0.01
C 0.6111 0.3888 -0.3886 0.15
C -0.5866 0.7668 0.2172 0.02
C -0.6808 0.5372 1.6570 0.32
C -1.3023 1.4338 2.5218 0.31
C 0.8545 0.6746 -1.8306 0.06
H 1.2726 -1.2439 1.0299 -0.02
H 2.5304 -0.2315 0.1802 0.02
H 1.5833 -1.5012 -0.6493 0.00
H -1.4021 1.3019 -0.2477 0.05
H -0.0707 -0.2180 2.1284 0.02
H -1.5029 2.4463 2.1763 0.01
H -1.7444 1.1217 3.4645 0.01
H 1.8105 0.3215 -2.2246 0.00
H 0.8863 1.7708 -2.0116 0.04
H 0.0320 0.3335 -2.5000 -0.01
H -1.2864 -3.1407 -1.4688 -0.02
H -0.9304 -1.6898 -1.1235 -0.02
O -1.6267 -2.3517 -1.0516 0.07
```

---

Here is a molecular structure, C6H12O from OMol25. Energies are from ωB97M-V/def2-TZVPD.

relative energy (zero: lowest compared OMol25 entry of this formula, charge and spin): 145.5 kcal per mole
charge: 0

```
19
Properties=species:S:1:pos:R:3:lowdin_charge:R:1
C -1.8234 -1.6609 1.0621 -0.12
C -0.3353 -1.3112 0.9816 -0.27
C 0.0443 -0.4407 -0.1839 -0.14
C 0.8921 0.6920 -0.0903 -0.34
C 0.3814 1.8214 -0.9796 -0.15
O 1.6333 2.3055 -1.4154 -0.08
C 2.1364 1.0442 -1.0119 -0.14
H -2.4245 -0.7578 1.2126 0.06
H -2.1680 -2.1405 0.1389 0.07
H -2.0218 -2.3482 1.8919 0.07
H 0.2376 -2.2516 0.9151 0.11
H -0.0230 -0.8256 1.9143 0.11
H -1.3391 0.9361 0.0154 0.09
H -0.1598 -0.8404 -1.1777 0.12
H 1.0871 1.0218 0.9332 0.15
H -1.1446 1.7368 -0.0689 0.10
H -0.2670 1.5406 -1.8268 0.11
H 2.2191 0.3500 -1.8526 0.13
H 3.0754 1.1283 -0.4582 0.12
```

---

Here is 2 unconnected molecules or ions with the total composition C6H12O from OMol25. Energies are from ωB97M-V/def2-TZVPD.

relative energy (zero: lowest compared OMol25 entry of this formula, charge and spin): 48.3 kcal per mole
SMILES: C=CCCO.C=C
charge: 0

```
19
Properties=species:S:1:pos:R:3:lowdin_charge:R:1
C 0.5809 -0.5912 1.7185 -0.01
C -0.5683 -0.7381 1.0590 -0.19
C -1.2735 0.3106 0.2360 -0.19
C -0.7591 1.7306 0.4429 -0.29
O -0.9888 2.2095 1.7518 -0.07
H 1.0200 -1.4155 2.2735 0.06
H 1.1389 0.3440 1.7253 0.06
H -1.0602 -1.7110 1.0930 0.10
H -1.1808 0.0369 -0.8248 0.10
H -2.3450 0.2893 0.4731 0.12
H 0.3111 1.7862 0.1805 0.10
H -1.2874 2.4149 -0.2276 0.12
H -0.6702 1.5336 2.3640 0.07
C 1.4160 -0.1217 -2.2903 -0.07
C 1.2526 -1.4083 -2.0032 -0.07
H 1.5512 0.2289 -3.3105 0.05
H 1.4263 0.6361 -1.5090 0.03
H 1.1207 -1.7439 -0.9771 0.03
H 1.2474 -2.1714 -2.7779 0.05
```

---

Here is 2 unconnected molecules or ions with the total composition C6H12O from OMol25. Energies are from ωB97M-V/def2-TZVPD.

relative energy (zero: lowest compared OMol25 entry of this formula, charge and spin): 37.9 kcal per mole
SMILES: C/C=C(/C)O.C=C
charge: 0

```
19
Properties=species:S:1:pos:R:3:lowdin_charge:R:1
C 2.4613 -0.5802 -0.8394 -0.10
C 1.2614 0.1684 -1.3391 -0.12
C 0.4042 0.8211 -0.5518 -0.43
C -0.8002 1.5759 -1.0367 -0.04
O 0.6315 0.8875 0.8021 0.00
H 2.5407 -1.5647 -1.3153 0.07
H 2.4009 -0.7197 0.2433 0.07
H 3.3919 -0.0401 -1.0552 0.07
H 1.0904 0.2086 -2.4126 0.10
H -1.7179 1.1942 -0.5680 0.07
H -0.9129 1.4875 -2.1203 0.08
H -0.7187 2.6378 -0.7760 0.09
H -0.2218 0.8382 1.2570 0.07
C -1.9772 -1.1234 1.0727 -0.08
C -1.2902 -1.2294 2.2067 -0.07
H -3.0153 -0.7983 1.0589 0.06
H -1.5247 -1.3667 0.1130 0.06
H -1.7342 -0.9947 3.1714 0.05
H -0.2535 -1.5580 2.2107 0.06
```

---

Here is 2 unconnected molecules or ions with the total composition C6H12O from OMol25. Energies are from ωB97M-V/def2-TZVPD.

relative energy (zero: lowest compared OMol25 entry of this formula, charge and spin): 84.8 kcal per mole
SMILES: C=C/C=C/CC.O
charge: 0

```
19
Properties=species:S:1:pos:R:3:lowdin_charge:R:1
C -0.3119 -2.3007 1.5380 -0.01
C 0.1447 -1.3381 0.5948 -0.16
C -0.7398 -0.1610 0.3265 -0.14
C -0.2849 1.0269 -0.1920 -0.12
C -1.2976 2.0219 -0.6566 -0.28
C -0.9218 2.4723 -2.0808 -0.12
H -1.0112 -1.9796 2.3142 0.04
H -0.2609 -3.3341 1.2444 0.03
H 1.1410 -1.2514 0.0838 0.10
H -1.8321 -0.2856 0.6677 0.13
H 0.7993 1.1773 -0.1229 0.12
H -1.4850 2.7475 0.0406 0.07
H -2.3870 1.6486 -0.8784 0.14
H -0.1713 1.6984 -2.4869 0.10
H -1.8070 2.6503 -2.6636 0.05
H -0.4249 3.4896 -2.0680 0.08
O 3.7497 -2.5035 1.2362 -0.07
H 2.8230 -2.5801 1.4122 -0.01
H 4.2778 -3.1987 1.6910 0.06
```

---

Here is a molecular structure, C6H12O from OMol25. Energies are from ωB97M-V/def2-TZVPD.

relative energy (zero: lowest compared OMol25 entry of this formula, charge and spin): 122.1 kcal per mole
charge: 0

```
19
Properties=species:S:1:pos:R:3:lowdin_charge:R:1
C -1.3883 0.9164 -1.7955 0.06
O -0.2116 -0.7912 -1.5269 -0.14
C 0.3549 -1.1275 -0.4071 -0.40
C 1.7311 -0.5648 0.0059 -0.13
C 1.2801 -0.4319 1.4663 -0.16
C -0.2096 -0.4368 1.0885 -0.25
C -0.8617 0.8208 0.7962 -0.06
H -1.9367 0.1517 -2.3292 0.05
H -0.5278 1.2943 -2.3335 0.06
H -2.0478 1.7221 -1.4492 0.05
H 0.2430 -2.1997 -0.1640 0.15
H 2.6068 -1.1869 -0.2084 0.10
H 1.8695 0.4137 -0.4684 0.11
H 1.6252 0.4474 2.0197 0.10
H 1.5292 -1.3227 2.0515 0.11
H -0.8546 -1.1483 1.6052 0.13
H -1.8637 0.9767 1.2001 0.10
H -0.2481 1.7241 0.8558 0.11
H -1.0899 0.7426 -0.4069 0.02
```

---

Here is a single C6H12O molecule from OMol25. Energies are from ωB97M-V/def2-TZVPD.

relative energy (zero: lowest compared OMol25 entry of this formula, charge and spin): 37.4 kcal per mole
SMILES: CC[C@H]1C[C@]1(C)O
charge: 0

```
19
Properties=species:S:1:pos:R:3:lowdin_charge:R:1
C 2.4389 0.1634 0.7845 -0.11
C 1.4016 -0.5422 -0.1021 -0.23
C 0.2792 0.3784 -0.5350 -0.22
C -0.8525 0.0623 -1.4727 -0.06
C -1.2008 0.3196 -0.0426 -0.49
C -2.0766 -0.7760 0.5869 -0.01
O -1.6743 1.5743 0.3706 0.00
H 3.1745 -0.5524 1.1690 0.07
H 1.9673 0.6514 1.6455 0.07
H 2.9943 0.9343 0.2338 0.07
H 0.9527 -1.3659 0.4593 0.11
H 1.9179 -0.9825 -0.9657 0.11
H 0.6711 1.3806 -0.7822 0.14
H -0.9538 -0.9743 -1.7802 0.11
H -1.1438 0.8068 -2.2038 0.11
H -3.0370 -0.7723 0.0417 0.09
H -2.3241 -0.5991 1.6392 0.08
H -1.6713 -1.7853 0.4727 0.08
H -0.8632 2.0788 0.4811 0.09
```

---

Here is a molecular structure, C6H12O from OMol25. Energies are from ωB97M-V/def2-TZVPD.

relative energy (zero: lowest compared OMol25 entry of this formula, charge and spin): 95.6 kcal per mole
charge: 0

```
19
Properties=species:S:1:pos:R:3:lowdin_charge:R:1
C -1.5283 1.2702 0.7516 -0.10
C -0.2006 0.5743 0.6053 -0.19
C -0.1452 0.1512 -1.8651 -0.09
C 0.0447 -0.8448 0.3208 -0.44
C 0.7072 -0.9491 -1.0045 -0.15
C 0.7448 -0.8962 1.5992 -0.13
O 2.0555 -0.5511 1.8089 -0.02
H -1.5060 1.8185 1.6921 0.06
H -1.7710 2.0153 -0.0352 0.08
H -2.3600 0.5580 0.7654 0.08
H 0.6248 1.2474 0.3498 0.12
H -0.2491 1.2631 -1.7161 0.08
H -1.1945 -0.1743 -1.9185 0.08
H 0.3210 0.0909 -2.8285 0.04
H -0.8823 -1.4170 0.4167 0.15
H 0.6976 -1.9900 -1.3995 0.12
H 1.7760 -0.6789 -0.9177 0.11
H 0.4841 -1.6573 2.3513 0.13
H 2.3112 0.0860 1.1325 0.09
```

---

Here is 2 unconnected molecules or ions with the total composition C6H12O from OMol25. Energies are from ωB97M-V/def2-TZVPD.

relative energy (zero: lowest compared OMol25 entry of this formula, charge and spin): 68.3 kcal per mole
SMILES: C=CCCC=O.C
charge: 0

```
19
Properties=species:S:1:pos:R:3:lowdin_charge:R:1
C -1.4071 -1.1362 -0.6523 -0.02
C -1.2999 -0.2839 0.3610 -0.23
C -1.4392 1.1841 0.1982 -0.19
C 0.0070 1.6759 0.2274 -0.16
C 0.5760 0.9419 1.3649 -0.31
O 1.6269 0.3226 1.3718 0.04
H -1.6264 -2.1893 -0.5496 0.07
H -1.6908 -0.7161 -1.6075 0.07
H -1.3347 -0.7947 1.2963 0.11
H -1.9567 1.4371 -0.7298 0.12
H -2.0124 1.6151 1.0285 0.12
H 0.1181 2.7467 0.3601 0.12
H 0.5639 1.3999 -0.6611 0.12
H 0.1345 1.2298 2.3302 0.13
C 2.0058 -1.4363 -0.8678 -0.05
H 2.4672 -1.2962 0.0846 -0.01
H 2.4197 -0.7699 -1.5955 0.00
H 2.1311 -2.4666 -1.1050 -0.02
H 0.7171 -1.4639 -0.8543 0.08
```

---

Here is a single C6H12O molecule from OMol25. Energies are from ωB97M-V/def2-TZVPD.

relative energy (zero: lowest compared OMol25 entry of this formula, charge and spin): 7.7 kcal per mole
SMILES: C[C@H]1CO[C@@H](C)C1
charge: 0

```
19
Properties=species:S:1:pos:R:3:lowdin_charge:R:1
C 1.1899 -1.6044 -1.2945 -0.07
C 0.6649 -0.9881 -0.0039 -0.35
C 1.3625 0.3092 0.3991 -0.19
O 0.5007 0.9147 1.3397 -0.11
C -0.8520 0.6539 0.9506 -0.38
C -1.4860 1.9225 0.3975 -0.05
C -0.7902 -0.5051 -0.0684 -0.11
H 2.2521 -1.8615 -1.2120 0.08
H 1.0782 -0.9036 -2.1304 0.08
H 0.6459 -2.5192 -1.5530 0.08
H 0.7730 -1.7026 0.8227 0.14
H 2.3363 0.1652 0.8778 0.13
H 1.5020 0.9498 -0.4917 0.13
H -1.3825 0.3510 1.8621 0.14
H -1.4513 2.7182 1.1478 0.08
H -2.5315 1.7528 0.1141 0.08
H -0.9403 2.2626 -0.4908 0.08
H -1.0082 -0.1333 -1.0789 0.12
H -1.5143 -1.2949 0.1535 0.12
```

---

Here is a single C6H12O molecule from OMol25. Energies are from ωB97M-V/def2-TZVPD.

relative energy (zero: lowest compared OMol25 entry of this formula, charge and spin): 36.8 kcal per mole
SMILES: COCC1(C)CC1
charge: 0

```
19
Properties=species:S:1:pos:R:3:lowdin_charge:R:1
C 2.8037 -0.0924 -0.2170 -0.12
O 1.5203 0.4691 -0.2782 -0.18
C 0.6082 -0.1011 0.6376 -0.19
C -0.8058 0.1079 0.1296 -0.47
C -1.4672 1.4201 0.5005 -0.04
C -1.0762 -0.4873 -1.2220 -0.09
C -1.6704 -1.1208 0.0020 -0.09
H 2.7515 -1.1938 -0.2268 0.09
H 3.3614 0.2192 0.6803 0.09
H 3.3416 0.2451 -1.1076 0.09
H 0.8136 -1.1805 0.7321 0.12
H 0.7376 0.3443 1.6393 0.14
H -0.7562 2.2504 0.4274 0.08
H -1.8594 1.3916 1.5249 0.08
H -2.3014 1.6417 -0.1747 0.08
H -0.2456 -0.9828 -1.7157 0.11
H -1.7408 0.0553 -1.8898 0.10
H -1.2614 -2.0698 0.3408 0.10
H -2.7406 -1.0152 0.1646 0.10
```

---

Here is 3 unconnected molecules or ions with the total composition C6H12O from OMol25. Energies are from ωB97M-V/def2-TZVPD.

relative energy (zero: lowest compared OMol25 entry of this formula, charge and spin): 96.1 kcal per mole
charge: 0

```
19
Properties=species:S:1:pos:R:3:lowdin_charge:R:1
C -2.1769 -0.1762 -0.4722 -0.03
C -0.8638 0.3157 0.1033 -0.53
O -0.7702 1.5725 0.2976 -0.08
C -0.1469 -0.5881 1.1192 -0.15
C 1.3558 -0.2716 1.0242 -0.18
C 1.6051 0.1221 -0.4197 -0.23
C 0.6202 -0.3126 -1.3004 -0.05
H -2.8621 -0.3342 0.3721 0.09
H -2.0933 -1.1217 -1.0156 0.08
H -2.6111 0.5915 -1.1162 0.09
H 0.5141 1.9123 -0.0479 0.12
H -0.5467 -0.3904 2.1195 0.12
H -0.3431 -1.6421 0.8901 0.11
H 1.6097 0.5664 1.6802 0.12
H 1.9821 -1.1179 1.3285 0.12
H 2.5948 0.4555 -0.7251 0.11
H 1.3017 1.6955 -0.3509 0.11
H 0.1708 -1.2866 -1.1467 0.08
H 0.6598 0.0100 -2.3402 0.09
```

---

Please write out number 7 again, unchanged.
Here is a single C6H12O molecule from OMol25. Energies are from ωB97M-V/def2-TZVPD.

relative energy (zero: lowest compared OMol25 entry of this formula, charge and spin): 37.4 kcal per mole
SMILES: CC[C@H]1C[C@]1(C)O
charge: 0

```
19
Properties=species:S:1:pos:R:3:lowdin_charge:R:1
C 2.4389 0.1634 0.7845 -0.11
C 1.4016 -0.5422 -0.1021 -0.23
C 0.2792 0.3784 -0.5350 -0.22
C -0.8525 0.0623 -1.4727 -0.06
C -1.2008 0.3196 -0.0426 -0.49
C -2.0766 -0.7760 0.5869 -0.01
O -1.6743 1.5743 0.3706 0.00
H 3.1745 -0.5524 1.1690 0.07
H 1.9673 0.6514 1.6455 0.07
H 2.9943 0.9343 0.2338 0.07
H 0.9527 -1.3659 0.4593 0.11
H 1.9179 -0.9825 -0.9657 0.11
H 0.6711 1.3806 -0.7822 0.14
H -0.9538 -0.9743 -1.7802 0.11
H -1.1438 0.8068 -2.2038 0.11
H -3.0370 -0.7723 0.0417 0.09
H -2.3241 -0.5991 1.6392 0.08
H -1.6713 -1.7853 0.4727 0.08
H -0.8632 2.0788 0.4811 0.09
```